Computed, not measured: a cluster of 2 separate species, C3H10NP in total, with ωB97M-V/def2-TZVPD.

The total charge is 0. The orbital gap comes out at 8.33 eV. As for the energy above the lowest of the compared OMol25 structures with the same formula, charge and spin: 267.8 kJ/mol. For the HOMO energy, the calculation gives -0.2899 hartree.

Each line ends with the Mulliken charge.
CARTESIAN COORDINATES (ANGSTROEM)
P: 0.49452 0.19211 0.37613  0.71
N: 1.66640 0.71157 1.28928  -0.77
C: -2.08538 0.15035 0.74535  -0.96
C: 0.73330 -1.53642 -0.02562  -1.01
C: 0.45287 0.99743 -1.23222  -1.06
H: 1.32661 0.53905 -1.76023  0.34
H: 0.65823 -1.84012 -1.05012  0.36
H: -0.45184 0.72147 -1.84534  0.33
H: 1.66812 1.64844 1.52248  0.22
H: 0.62389 2.03505 -1.14116  0.35
H: -2.16029 0.63837 -0.17260  0.32
H: -2.34326 0.65734 1.65093  0.30
H: -2.22828 -0.98328 0.70475  0.23
H: -0.03955 -2.21801 0.49140  0.28
H: 1.68466 -1.71336 0.44698  0.34

Forces on the atoms, in the same order (eV/Å):
-2.31 0.62 0.39
-0.83 -2.99 -0.71
3.52 -2.64 0.39
-1.57 -1.46 1.96
-0.24 -1.95 -1.45
-0.50 0.51 0.29
0.36 0.35 -0.70
0.79 0.52 0.72
-0.02 2.32 0.56
-0.09 1.19 -0.02
-0.73 0.81 -1.21
-0.16 0.18 0.24
0.02 1.85 0.17
1.18 1.23 -0.46
0.58 -0.55 -0.20